114
Properties=species:S:1:pos:R:3:lowdin_spin:R:1 method="wB97M-V/def2-TZVPD" max_force_ev_per_a=1.83 gap_ev="6.046 / 5.801" charge=0 s2=0.77 e_lumo_ha="-0.05245 / -0.06180" spin_multiplicity=2 total_energy_ha=-4315.41174
Ru 0.00426 -0.07825 0.57380 0.93
C 1.24911 -3.01063 2.46554 0.00
C -0.12097 -3.17957 1.79818 0.01
C -0.68363 -4.58628 1.98063 0.00
P -1.19504 -1.69863 2.22432 0.00
C -1.62589 -1.79340 4.05473 0.00
C -2.98214 -1.11682 4.31532 0.00
C -1.56207 -3.15042 4.75135 0.00
C -2.76802 -1.98877 1.38656 0.00
C -3.69996 -2.93890 1.79594 0.00
C -4.90966 -3.09225 1.14606 0.00
C -5.19885 -2.27480 0.05599 0.00
C -4.29121 -1.33546 -0.37901 0.00
C -3.04631 -1.15831 0.27489 0.00
N -2.10915 -0.28863 -0.16657 -0.02
C -2.20139 0.26986 -1.44294 0.00
C -3.05069 1.31840 -1.78060 0.00
C -3.05690 1.81595 -3.07337 0.00
C -2.22841 1.26527 -4.04029 0.00
C -1.35147 0.24443 -3.70252 0.00
C -1.32541 -0.25252 -2.40782 0.00
P -0.18354 -1.48907 -1.68878 -0.03
C 1.48768 -1.26813 -2.46585 0.00
C 2.48321 -2.05313 -1.60397 0.00
C 1.70993 -1.62779 -3.93098 0.00
C -0.82963 -3.10174 -2.38401 0.00
C -1.34781 -3.03341 -3.81647 0.00
C -1.93062 -3.67504 -1.48699 0.00
H 1.96975 -3.71205 2.04244 0.00
H 1.19743 -3.17978 3.54271 0.00
H 1.63159 -2.00280 2.29696 0.00
H 0.02423 -3.01591 0.72457 0.00
H -0.62704 -4.91604 3.01548 0.00
H -0.09435 -5.27911 1.37692 0.00
H -1.72000 -4.65205 1.64891 0.00
H -0.84177 -1.17426 4.50848 0.00
H -3.79159 -1.84178 4.25660 0.00
H -3.19794 -0.33522 3.58806 0.00
H -2.99523 -0.67863 5.31400 0.00
H -2.26715 -3.86408 4.32950 0.00
H -1.82488 -3.00738 5.80121 0.00
H -0.56374 -3.58154 4.71349 0.00
H -3.47900 -3.58437 2.63516 0.00
H -5.62530 -3.83007 1.48253 0.00
H -6.14396 -2.37756 -0.46224 0.00
H -4.51810 -0.71044 -1.23104 0.00
H -3.68387 1.74917 -1.01485 0.00
H -3.70914 2.64032 -3.33123 0.00
H -2.24014 1.65159 -5.05132 0.00
H -0.68182 -0.14972 -4.45359 0.00
H 1.67160 -0.19990 -2.31666 0.00
H 2.45220 -3.12114 -1.83681 0.00
H 2.27353 -1.93275 -0.54228 0.00
H 3.49974 -1.70033 -1.78111 0.00
H 1.53412 -2.68998 -4.10594 0.00
H 2.75317 -1.42062 -4.17870 0.00
H 1.08565 -1.04954 -4.60905 0.00
H 0.03788 -3.77031 -2.33771 0.00
H -2.22473 -2.38930 -3.87795 0.00
H -1.64628 -4.03917 -4.11870 0.00
H -0.60654 -2.67887 -4.52877 0.00
H -2.84529 -3.09250 -1.59266 0.00
H -1.64400 -3.65947 -0.43686 0.00
H -2.14835 -4.70713 -1.76733 0.00
S 2.22369 4.62820 -0.24444 0.00
P 1.96423 3.05263 -1.39897 0.00
S 0.26962 1.96636 -1.01027 0.01
C 1.81152 3.55524 -3.15351 0.00
C 2.84770 4.31910 -3.68465 0.00
C 2.81042 4.70588 -5.01334 0.00
C 1.74039 4.33446 -5.81813 0.00
C 0.70417 3.58534 -5.28496 0.00
C 0.73522 3.19747 -3.95179 0.00
C 3.48196 2.03351 -1.47980 0.00
C 4.47005 2.15560 -0.51262 0.00
C 5.68682 1.51332 -0.68473 0.00
C 5.91613 0.74522 -1.81647 0.00
C 4.92350 0.60754 -2.77571 0.00
C 3.70829 1.25429 -2.61224 0.00
H 3.67839 4.60583 -3.05119 0.00
H 3.61674 5.30122 -5.42175 0.00
H 1.71947 4.63053 -6.85925 0.00
H -0.13582 3.30279 -5.90810 0.00
H -0.07035 2.61508 -3.53070 0.00
H 4.29274 2.78366 0.35076 0.00
H 6.46471 1.63409 0.05747 0.00
H 6.87773 0.27154 -1.96467 0.00
H 5.10149 0.02316 -3.67037 0.00
H 2.94784 1.19834 -3.38211 0.00
C 0.86784 1.41280 3.62556 0.00
N -0.10654 1.66470 2.53528 -0.01
C 0.15310 3.03127 2.01014 0.00
N 0.05393 4.03488 3.05871 0.00
C 1.03011 3.72321 4.09852 0.00
N 0.77739 2.40292 4.68929 0.00
C -0.58055 2.39016 5.23168 0.00
N -1.58042 2.66403 4.19931 0.00
C -1.45084 1.66852 3.14617 0.00
C -1.28471 3.98648 3.63474 0.00
H 1.87286 1.44112 3.21460 0.00
H 0.68230 0.41617 4.03786 0.00
H -0.57059 3.25729 1.22863 0.00
H 1.15416 3.06413 1.58415 0.00
H 0.98476 4.48599 4.87833 0.00
H 2.02851 3.72304 3.65698 0.00
H -0.66085 3.15258 6.00881 0.00
H -0.77997 1.41060 5.67545 0.00
H -2.19409 1.86703 2.36996 0.00
H -1.63259 0.68464 3.57738 0.00
H -1.35873 4.73151 4.42960 0.00
H -2.02117 4.21565 2.86165 0.00
S 2.37034 0.30886 1.08933 0.07
C 3.64341 -0.74282 0.94371 0.01
N 4.56957 -1.43441 0.88036 0.02

=====

116
Properties=species:S:1:pos:R:3:mulliken_charge:R:1 method="wB97M-V/def2-TZVPD" max_force_ev_per_a=1.08 gap_ev=6.376 charge=+2 e_lumo_ha=-0.21727 spin_multiplicity=1 total_energy_ha=-4383.75152 e_above_lowest_kcal_mol=43.0
Ta -0.21493 -0.50006 -0.55896 0.06
C -2.37225 2.60295 -1.67012 -2.33
N -2.48907 1.13760 -1.84550 1.69
C -3.76923 0.71039 -1.26169 -1.26
C -3.87103 -0.78272 -1.21035 -1.29
N -2.96601 -1.40343 -0.20265 1.49
C -3.48247 -1.12020 1.16128 -1.44
C -3.07877 -2.85022 -0.39954 -1.26
C -4.31195 -3.49705 -0.33994 -0.64
C -4.40224 -4.86117 -0.54858 -0.97
C -3.25771 -5.60215 -0.81716 -0.81
C -2.03178 -4.97036 -0.86629 -0.82
C -1.94540 -3.59282 -0.65251 1.25
S -0.35158 -2.88667 -0.64458 -0.29
C -2.45410 0.80823 -3.26996 -1.24
C -3.49408 1.21655 -4.10547 -0.83
C -3.50431 0.89601 -5.45003 -1.02
C -2.46014 0.15604 -5.98891 -0.73
C -1.41708 -0.24391 -5.17807 -0.87
C -1.40421 0.08331 -3.81889 1.48
S 0.05231 -0.37065 -2.94180 -0.45
H -2.69829 2.88162 -0.67003 0.60
H -3.00512 3.13607 -2.38233 0.49
H -1.34066 2.90563 -1.78834 0.91
H -4.61980 1.10488 -1.82507 0.55
H -3.85263 1.13953 -0.26511 0.61
H -3.63264 -1.21476 -2.18374 0.69
H -4.90609 -1.04844 -0.98003 0.53
H -2.86779 -1.64222 1.88888 0.16
H -4.51032 -1.47194 1.26343 0.63
H -3.47473 -0.05583 1.37425 0.42
H -5.21899 -2.94443 -0.13539 0.37
H -5.36847 -5.34498 -0.50692 0.47
H -3.32346 -6.66800 -0.98795 0.45
H -1.13008 -5.53318 -1.07101 0.60
H -4.31637 1.79620 -3.70587 0.37
H -4.32624 1.22011 -6.07358 0.46
H -2.45837 -0.10663 -7.03800 0.45
H -0.59398 -0.81466 -5.58761 0.59
Cl -1.46319 1.31445 0.74036 0.80
C -1.24712 1.48667 2.49576 -0.90
C -1.76533 2.64621 3.04371 -0.58
C -1.57329 2.84948 4.40105 -0.81
C -0.86758 1.91934 5.15790 -0.86
C -0.36639 0.77403 4.56582 0.00
C -0.56776 0.52389 3.20433 -0.43
P 0.07358 -0.93671 2.34588 1.32
C -0.77543 -2.34140 3.12212 0.25
C -1.72028 -2.17984 4.13567 -0.50
C -2.36591 -3.28465 4.67118 -0.80
C -2.07234 -4.55863 4.20683 -0.83
C -1.12934 -4.72806 3.20297 -0.86
C -0.48652 -3.62662 2.65970 -0.48
C 1.77020 -0.94029 2.99280 0.62
C 2.55046 0.18616 2.73069 -0.36
C 3.80329 0.31150 3.30583 -0.28
C 4.29695 -0.69781 4.12352 -0.90
C 3.53168 -1.82744 4.37138 -0.62
C 2.26317 -1.94663 3.81765 -0.42
H -2.28823 3.37034 2.43387 0.59
H -1.96603 3.74411 4.86513 0.46
H -0.70671 2.09234 6.21320 0.50
H 0.19327 0.05814 5.15610 0.63
H -1.97605 -1.19600 4.50512 0.49
H -3.09931 -3.14753 5.45459 0.47
H -2.57623 -5.41792 4.62877 0.43
H -0.89353 -5.71927 2.83867 0.50
H 0.23756 -3.77259 1.86974 0.20
H 2.17190 0.97475 2.08515 0.02
H 4.40250 1.19217 3.11220 0.49
H 5.27725 -0.60015 4.57073 0.41
H 3.91239 -2.61126 5.01253 0.48
H 1.65843 -2.81529 4.04508 0.46
C 4.45782 -1.09560 -0.04330 -1.06
Si 2.94091 -2.04484 -0.55527 1.83
C 2.94348 -2.53029 -2.34139 -1.27
C 2.74185 -3.49823 0.57627 -1.06
O 1.53476 -0.98249 -0.43602 2.38
H 5.16287 -1.02767 -0.87434 0.49
H 4.94988 -1.62928 0.77237 0.42
H 4.25396 -0.08796 0.30906 0.06
H 3.92271 -2.92164 -2.62675 0.53
H 2.71734 -1.68484 -2.99292 0.19
H 2.19870 -3.30488 -2.53359 0.30
H 3.71885 -3.99010 0.62668 0.58
H 2.01620 -4.22957 0.22948 0.36
H 2.49558 -3.19350 1.59339 0.16
C 0.38684 3.36639 -3.61644 -1.32
N 0.78290 3.77159 -2.26471 0.22
C 0.74838 5.21401 -2.05287 -1.06
P 1.65269 2.73301 -1.32494 -0.83
O 0.84178 1.57433 -0.77980 -0.33
N 2.26830 3.54400 -0.03160 0.98
C 3.46122 4.37611 -0.13040 -1.05
C 1.47996 3.79098 1.16506 -0.98
N 2.87279 2.23362 -2.29604 0.60
C 3.64480 1.06252 -1.92338 -0.05
C 3.54582 3.08749 -3.26987 -1.28
H -0.62185 3.72170 -3.83090 0.41
H 0.39980 2.28101 -3.70833 0.33
H 1.05399 3.79034 -4.37063 0.42
H -0.25144 5.58802 -2.28201 0.34
H 1.45948 5.73567 -2.70160 0.33
H 0.97141 5.46152 -1.01844 0.28
H 4.00156 4.17430 -1.05138 0.25
H 4.12768 4.16477 0.70816 0.31
H 3.20954 5.44059 -0.10542 0.36
H 0.63410 3.11257 1.19692 0.14
H 1.10941 4.82134 1.20152 0.39
H 2.09218 3.62482 2.05548 0.27
H 3.94947 0.51954 -2.82013 0.43
H 3.02383 0.41537 -1.31567 -1.19
H 4.54462 1.33035 -1.35909 0.48
H 3.05003 4.04926 -3.36375 0.43
H 3.55895 2.60179 -4.24741 0.25
H 4.58092 3.26972 -2.96787 0.41